The following is a DFT calculation (wB97M-V/def2-TZVPD) of a 11-piece molecular cluster, C27H71BBrN3O17 overall at a distorted geometry.

Structure (XYZ):
```
120
Properties=species:S:1:pos:R:3:forces:R:3:mulliken_charge:R:1
C 4.3309 1.5055 3.6721 -0.012 -0.219 0.194 -0.21
C 6.8344 -1.2231 -0.0377 -0.248 0.036 0.156 -0.37
C -3.6729 -5.2246 -2.1841 -0.014 0.038 -0.053 -1.10
H 2.6680 -3.3128 2.0714 0.019 0.120 -0.015 0.22
C -4.5746 -0.2153 -8.9739 0.045 -0.025 0.069 -0.98
O 4.4898 0.4670 2.7050 0.375 0.055 -0.132 -0.23
H -4.5500 -5.5004 4.3093 -0.009 -0.007 0.026 0.32
H 1.6071 1.3858 7.4611 -0.008 0.004 -0.069 0.29
O -3.3509 0.0891 3.7341 0.182 -0.439 0.298 -0.32
C -1.0670 2.0676 0.5540 -0.384 0.131 -0.432 1.11
H 5.0662 2.0495 5.6307 -0.020 -0.040 0.038 0.36
H 7.3802 3.4726 -2.3062 0.009 0.087 -0.140 0.25
H 1.1071 0.2392 1.6057 0.044 -0.271 0.572 0.14
C 1.9078 -3.1456 2.8344 -0.343 0.072 0.224 -0.31
H -1.7308 -1.0123 -4.5493 -0.026 -0.084 0.084 0.26
C -2.3790 1.4498 1.0585 -0.827 0.182 -0.858 0.09
H 1.0837 0.1143 8.5566 -0.057 -0.065 -0.021 0.36
H 6.5452 2.5699 -4.4933 0.006 -0.022 0.003 0.35
H -0.6006 1.0043 -1.0801 -0.259 0.166 -0.150 0.40
H -3.5486 -2.8367 -1.1844 0.021 0.145 0.054 0.20
H -3.6144 1.2340 -4.3532 -0.082 -0.054 -0.074 0.18
H -0.8566 3.2248 -1.2854 0.231 -0.135 -0.207 0.21
H -2.3599 -6.0032 3.1864 0.112 -0.015 0.008 0.22
H -1.1553 4.6386 -3.1766 -0.052 -0.076 0.025 0.25
H 6.5800 1.2914 -3.2644 0.061 0.024 -0.010 0.26
H 4.9067 0.3051 5.3687 -0.037 0.065 0.110 0.24
H -3.7589 -5.6388 5.8887 -0.060 -0.061 -0.021 0.33
H -2.0389 -4.5713 -0.9327 0.086 -0.091 -0.070 0.09
H 2.2261 -0.3977 0.3858 -0.109 -0.477 0.085 0.24
H 2.5669 -0.3208 5.9110 0.098 -0.014 0.007 -0.08
H 0.2798 -3.9169 1.6548 0.071 0.000 -0.036 0.24
H -2.8903 -2.1497 -5.2624 0.013 0.002 -0.011 0.33
H -4.1260 -4.9671 -3.1420 0.045 -0.020 -0.033 0.25
H -4.7844 -0.7627 -4.3715 0.028 -0.057 -0.031 0.21
C 5.6566 -2.1565 -0.2505 -0.026 0.001 -0.036 -0.67
H -2.4277 -0.6045 -0.7835 0.205 -0.698 0.157 0.31
O -4.6929 1.1874 -6.9903 -0.050 -0.095 0.207 -0.43
H -3.9269 0.4951 -9.4932 -0.064 0.013 -0.064 0.32
H -6.0950 -0.2109 -7.4459 0.008 0.058 0.107 0.28
C 6.3123 3.2767 -2.4577 0.052 -0.314 0.170 -0.20
H 0.3512 0.2449 6.9480 -0.008 0.009 0.020 0.30
C -5.4651 0.5012 -7.9758 0.228 0.147 -0.183 -0.30
C -2.4926 -4.3150 -1.8961 -0.265 0.025 0.211 -0.15
O -3.2885 -0.4400 -0.3804 -0.069 0.620 0.057 -0.68
H 5.8298 4.2145 -2.7319 -0.015 0.026 0.068 0.28
H 2.0343 -1.6141 6.9987 -0.067 0.011 -0.132 0.24
H -3.3012 -4.3396 4.7965 -0.007 0.006 -0.059 0.24
H -2.2436 5.0057 -4.5245 0.157 -0.009 -0.027 0.33
C -3.6021 -5.3868 4.8373 0.050 0.052 -0.018 -0.97
B -3.3303 0.9337 -0.1313 -0.843 -0.131 -0.150 1.01
H 7.5985 -1.3919 -0.7952 0.027 0.094 -0.007 0.33
H -3.7167 -1.2827 -3.0584 0.007 0.156 -0.015 0.01
H 7.2825 -1.3899 0.9472 0.069 -0.090 -0.045 0.27
H 4.8812 -1.9724 0.4973 0.039 -0.030 0.048 -0.02
H -1.4114 -6.3572 5.8225 0.013 -0.011 0.059 0.28
H 3.2734 1.5705 3.9513 0.004 0.137 -0.013 0.19
O -1.5909 3.0013 3.7896 -0.002 0.087 -1.165 -0.56
H -5.1685 -0.7490 -9.7169 0.012 0.017 -0.018 0.35
O 5.7369 2.8549 -1.2299 -0.068 0.192 -0.069 -0.42
H -2.7314 7.2475 -3.4912 0.021 -0.002 -0.086 0.34
H 5.2088 -1.9857 -1.2302 0.043 -0.017 -0.028 0.27
O -3.5506 0.6850 -3.5640 0.074 0.048 0.063 -0.32
N -0.2678 1.1088 -0.1353 0.837 -0.114 0.579 0.03
H 2.3646 -3.3082 3.8174 0.077 -0.130 -0.058 0.28
H -0.0389 -3.9060 3.3841 0.056 -0.094 0.083 0.27
H 0.8374 -1.6225 3.4051 -0.068 0.044 -0.017 0.17
C -2.7348 -1.1108 -4.9659 0.053 -0.014 -0.029 -1.06
O -0.5640 2.5484 1.8012 0.652 -0.419 0.780 -0.63
O 0.4395 4.9233 0.1587 -0.349 -0.015 -0.062 -0.50
H 1.6004 1.1533 -1.1064 -0.151 0.191 -0.469 0.59
O -2.7872 2.5519 1.8609 0.042 -0.041 1.062 -0.30
N -4.1545 1.7852 -0.9533 0.325 -0.530 0.649 -0.64
C 5.1855 1.2506 4.8979 0.046 -0.062 -0.054 -1.15
O 1.5014 -1.7817 2.7268 0.296 -0.233 0.080 -0.20
H -2.8277 -7.3223 4.2706 -0.075 0.015 -0.128 0.31
N -3.4119 0.0489 2.5834 -0.664 0.325 -0.378 0.18
O 6.4342 0.1389 -0.1414 0.028 0.087 -0.094 -0.53
H 5.0503 2.0428 -3.6949 -0.014 0.053 -0.013 0.22
O -1.2807 -6.1131 4.9024 0.047 0.078 -0.227 -0.50
Br -1.9342 5.7325 1.2831 0.076 -0.045 -0.128 -0.17
H 4.6175 2.4384 3.1895 -0.034 -0.046 -0.124 0.38
H -4.7847 1.1462 -1.4244 -0.103 0.047 -0.324 0.27
O 3.5852 -0.4276 7.6662 0.031 0.031 -0.275 -0.52
C -2.5278 -6.2698 4.2290 -0.050 -0.030 0.349 -0.20
H 3.4180 -0.6545 8.5847 0.008 0.001 0.061 0.29
O -2.1496 0.4017 1.9978 1.282 0.152 -0.192 -0.15
H -3.9283 -0.9292 -8.4623 -0.047 -0.040 0.014 0.24
O -3.1300 4.6987 -2.6869 0.283 -0.253 0.023 -0.39
H -3.5524 2.0990 -1.7124 -0.196 0.696 -0.092 0.11
H -3.9196 5.1827 -2.9428 -0.099 0.003 0.076 0.25
C -3.7749 -0.6722 -3.9552 0.016 0.168 -0.273 0.15
C -1.6370 2.7436 2.6298 -0.238 0.138 0.278 0.45
O -2.8871 -2.9446 -1.8765 0.188 -0.173 -0.059 -0.42
H 6.2389 1.1792 4.6239 0.000 0.074 -0.036 0.29
H 1.4003 2.4475 0.0564 -0.155 0.291 -0.006 0.17
C -0.6915 4.5950 0.2691 0.486 0.075 0.102 0.16
C 0.7337 -4.0845 2.6330 -0.022 0.005 -0.094 -1.04
H -1.7341 -4.4173 -2.6707 0.030 0.107 0.006 0.30
H -4.1407 1.8285 -7.4462 0.023 0.041 -0.032 0.27
H -2.3654 3.5536 -0.4783 -0.179 -0.115 0.072 0.73
H -4.4441 -5.1095 -1.4190 0.040 -0.058 0.048 0.34
C 1.2824 0.3464 7.5076 0.043 0.043 -0.019 -1.11
C 1.1790 1.4050 -0.1432 0.497 -0.890 0.559 -0.45
C -1.3135 3.3462 -0.3122 -0.608 0.302 -0.128 -1.45
C -2.0437 5.2000 -3.4650 -0.316 0.272 -0.049 -0.18
H -3.3651 -6.2709 -2.2111 -0.018 0.000 0.019 0.38
H 1.0468 -5.1271 2.7030 -0.046 -0.007 0.051 0.39
H 5.7647 0.2958 0.5361 -0.054 0.066 0.159 0.23
H 4.2244 -0.3594 3.1204 -0.128 -0.046 -0.049 0.15
C 6.1133 2.2373 -3.5471 -0.017 0.008 -0.041 -0.95
H -1.6402 6.8701 -2.1662 0.055 -0.022 -0.001 0.25
C 2.3580 -0.5682 6.9518 -0.054 -0.017 0.369 0.23
H -6.1127 1.2203 -8.4870 -0.096 -0.095 -0.012 0.27
H 2.7299 0.9657 1.3350 -0.055 0.039 0.199 0.18
H 5.9659 -3.2010 -0.1822 -0.013 0.002 0.017 0.37
C -1.8355 6.6829 -3.2228 0.043 -0.008 0.078 -1.08
H 6.1689 2.0307 -0.9745 -0.014 -0.152 0.047 0.31
H -2.7796 -0.4803 -5.8570 -0.096 -0.062 -0.038 0.29
H -0.9971 7.0634 -3.8080 -0.019 0.013 -0.003 0.34
C 1.8648 0.4868 0.8909 -0.004 1.088 -0.899 -0.67
```
Forces are in eV/Å.

- gap between HOMO and LUMO (eV) = 9.303
- E_HOMO (eV) = -9.2
- net charge = 0